1.
This record from OMol25 describes C33H30BrCl5N5O7Y as an isolated structure. The level of theory is ωB97M-V with the def2-TZVPD basis set.

Element x y z (Å)
1 Y -1.12533 -0.19108 -0.24904
2 O -3.19218 -2.83570 2.72441
3 C -2.20189 -3.72004 2.98389
4 C -2.47980 -4.77079 3.85462
5 C -1.50268 -5.70043 4.16797
6 C -0.23188 -5.61270 3.60550
7 C 0.03364 -4.57368 2.72723
8 C -0.92776 -3.61363 2.41918
9 C -0.56202 -2.49226 1.48146
10 O -1.62186 -1.80740 0.92572
11 N 0.26563 -1.50890 2.25037
12 N 0.29608 -0.24721 1.83136
13 C 1.04125 0.61252 2.41542
14 C 1.05909 2.02826 2.04820
15 Br -0.42141 2.64815 1.03471
16 C 1.96501 2.92390 2.41229
17 C 3.22120 2.62592 3.13627
18 C 3.68088 3.52861 4.09548
19 C 4.85164 3.28370 4.79733
20 C 5.59171 2.13516 4.54159
21 C 5.15564 1.23967 3.57474
22 C 3.98096 1.48488 2.87567
23 H -2.86033 -2.23845 2.02491
24 H -3.47758 -4.83457 4.27530
25 H -1.73791 -6.51085 4.84838
26 H 0.52742 -6.35150 3.83237
27 H 1.00839 -4.51060 2.24505
28 H 0.07570 -2.91515 0.69865
29 H 0.85932 -1.80917 3.00826
30 H 1.68380 0.31527 3.24151
31 H 1.77718 3.96462 2.16795
32 H 3.10744 4.42817 4.29391
33 H 5.19025 3.99221 5.54289
34 H 6.50807 1.94406 5.08777
35 H 5.73715 0.35257 3.35481
36 H 3.66403 0.79908 2.09684
37 Cl -3.41827 -6.59201 -2.80605
38 C -2.54570 -5.15018 -2.44609
39 C -3.21892 -3.94695 -2.26437
40 Cl -4.93650 -3.87911 -2.37236
41 C -2.50176 -2.79554 -1.98265
42 Cl -3.32561 -1.29221 -1.65537
43 C -1.10523 -2.76997 -1.88626
44 O -0.44665 -1.66943 -1.62555
45 C -0.45558 -4.00165 -2.04434
46 Cl 1.26876 -4.00741 -1.87515
47 C -1.15630 -5.17003 -2.32276
48 Cl -0.30137 -6.65194 -2.51245
49 O -2.99563 0.89085 0.52347
50 C -3.74262 1.72605 0.01354
51 C -3.58647 2.33760 -1.28073
52 C -4.58314 3.24221 -1.67186
53 C -4.53161 3.81699 -2.90206
54 C -3.50071 3.50673 -3.80375
55 C -2.51579 2.63041 -3.44228
56 C -2.49943 2.03228 -2.15567
57 O -1.54024 1.25120 -1.80825
58 N -5.58466 4.76743 -3.29555
59 O -5.47276 5.30255 -4.38170
60 O -6.39731 5.09307 -2.45108
61 H -4.62878 2.03662 0.58315
62 H -5.40226 3.48175 -1.00305
63 H -3.51113 3.96742 -4.78167
64 H -1.71776 2.36585 -4.12567
65 C 2.70003 3.23109 -2.87672
66 C 2.58087 1.74896 -2.54927
67 C 3.89955 1.23477 -1.98632
68 C 2.19473 0.96743 -3.80930
69 N 1.54206 1.67058 -1.49727
70 N 1.28852 0.34537 -1.01304
71 H 3.46195 3.39622 -3.64274
72 H 2.96730 3.79576 -1.97971
73 H 1.74896 3.62234 -3.25760
74 H 4.71517 1.46067 -2.67734
75 H 3.88918 0.15074 -1.84109
76 H 4.11733 1.71997 -1.02874
77 H 2.96335 1.06970 -4.58010
78 H 1.25115 1.34310 -4.21729
79 H 2.07748 -0.10303 -3.61425
80 H 0.65474 1.97909 -1.87915
81 H 2.04244 0.11907 -0.37957
82 H 1.31976 -0.33702 -1.76692

Atoms 1-6, force components in eV/Å:
1.1949 1.4946 0.0112
0.0334 -0.2396 0.2397
-0.1650 0.1597 0.0410
-0.0010 -0.1087 0.0961
0.0030 0.0121 -0.0166
-0.0710 0.0466 -0.0138

HOMO   -8.262 eV
HOMO-LUMO gap   7.498 eV
E   -190190.503 eV
Energy above the lowest of the compared OMol25 structures with the same formula, charge and spin   0.3276 eV
Molecular weight   954.71 g/mol

=====

2.
This record from OMol25 describes C33H30Cl2F5NO3Si2Zr as an isolated structure. The level of theory is ωB97M-V with the def2-TZVPD basis set.

Element x y z (Å)
1 Zr 0.85613 -0.58524 -0.47975
2 C -1.30567 1.68286 2.25165
3 Si 0.60653 1.75506 2.13455
4 C 1.19413 2.94596 0.73885
5 C 1.16523 2.60136 3.76585
6 C 1.26353 0.05656 1.66345
7 C 2.65523 -0.05294 1.28455
8 C 3.74343 0.66286 1.81215
9 C 5.01873 0.36346 1.39715
10 C 5.21803 -0.63124 0.44025
11 C 4.10803 -1.26864 -0.07755
12 N 2.86993 -1.00014 0.32815
13 Si 0.71753 -1.54874 2.54645
14 C 1.18003 -1.33964 4.39405
15 C -1.18067 -1.79064 2.44365
16 C 1.64943 -3.12144 1.95795
17 H -1.74447 2.66876 2.13715
18 H -1.61717 1.30076 3.21775
19 H -1.72807 1.04636 1.48075
20 H 0.37483 3.52396 0.32155
21 H 1.64843 2.37426 -0.06925
22 H 1.93593 3.65756 1.08905
23 H 0.87983 3.64916 3.74335
24 H 2.23623 2.56486 3.93255
25 H 0.68613 2.15636 4.63035
26 H 3.55503 1.41766 2.55455
27 H 5.86473 0.87986 1.82215
28 H 6.20953 -0.88584 0.10535
29 H 4.21623 -2.05544 -0.81665
30 H 0.65063 -0.50244 4.83295
31 H 2.24133 -1.15504 4.51365
32 H 0.93443 -2.22964 4.96175
33 H -1.65627 -1.63094 3.40595
34 H -1.42047 -2.79904 2.12145
35 H -1.61027 -1.11314 1.70865
36 H 2.67913 -3.13354 2.30475
37 H 1.66783 -3.19894 0.87235
38 H 1.16013 -4.01014 2.34625
39 Cl 0.03853 3.88056 -6.07865
40 C 0.54563 2.89566 -4.76165
41 C 1.78613 2.24836 -4.84225
42 C 2.21473 1.48796 -3.78075
43 Cl 3.72633 0.67306 -3.80825
44 C 1.43373 1.30146 -2.61005
45 O 1.90453 0.63106 -1.61375
46 C 0.13103 1.90826 -2.59015
47 C -0.78127 1.62686 -1.54145
48 O -0.62777 0.78676 -0.61045
49 C -0.26287 2.74066 -3.66665
50 H 2.38703 2.34596 -5.73155
51 H -1.73687 2.17296 -1.56805
52 H -1.22767 3.21896 -3.62405
53 F 0.17043 -4.00874 -4.45415
54 C 0.45073 -2.97944 -3.60205
55 C 1.08643 -3.31984 -2.33295
56 F 1.79283 -2.19514 -1.78655
57 C 0.47593 -4.11994 -1.32325
58 F 0.02223 -5.33434 -1.75365
59 C -0.49197 -3.12764 -0.92565
60 O -0.22037 -2.14044 -0.14585
61 C -1.55907 -2.77894 -2.01955
62 F -2.23397 -3.87734 -2.47265
63 C -0.66157 -2.21664 -3.10745
64 F -0.20037 -0.91824 -2.59115
65 C -2.48027 -1.79694 -1.48795
66 C -3.25087 -0.97104 -1.06855
67 C -4.23227 -0.05104 -0.63285
68 C -4.55097 0.07976 0.71945
69 C -5.55637 0.94686 1.10695
70 C -6.24317 1.68556 0.15515
71 C -5.91677 1.57016 -1.18785
72 C -4.91267 0.70866 -1.58615
73 H -4.01407 -0.50564 1.45055
74 H -5.80327 1.04946 2.15535
75 H -7.03327 2.35796 0.45665
76 H -6.44237 2.15786 -1.92635
77 H -4.64957 0.61146 -2.62955

Atoms 1-6, force components in eV/Å:
1.1604 -1.2808 0.7526
0.7944 -0.0776 -0.2042
-0.4714 0.6640 0.1836
-0.1332 -0.5261 0.3591
-0.0875 -0.6192 -0.5403
-0.6914 -0.1325 0.1625

HOMO   -6.910 eV
HOMO-LUMO gap   5.053 eV
E   -98004.787 eV
Energy above the lowest of the compared OMol25 structures with the same formula, charge and spin   0.0000 eV
Molecular weight   801.90 g/mol

=====

3.
This record from OMol25 describes C33H30F9N2O7PbS as an isolated structure. The level of theory is ωB97M-V with the def2-TZVPD basis set.

Element x y z (Å)
1 Pb -0.68160 -0.66205 0.47793
2 O 0.04639 -4.89087 -1.55995
3 C 0.04090 -3.60369 -1.28534
4 O 0.47621 -3.13672 -0.25752
5 C -0.54898 -2.77476 -2.38378
6 C -0.83457 -3.29313 -3.64697
7 C -1.36487 -2.43537 -4.59800
8 C -1.62175 -1.11481 -4.25640
9 C -1.33773 -0.69743 -2.95550
10 N -0.78945 -1.51316 -2.06799
11 C -1.56878 0.69156 -2.43903
12 O -2.36338 1.48273 -3.13272
13 O -1.03249 1.09252 -1.43185
14 H 0.36709 -5.40870 -0.80237
15 H -0.62982 -4.32785 -3.87361
16 H -1.57737 -2.78494 -5.59819
17 H -1.99558 -0.43686 -5.01003
18 H -2.83691 1.04402 -3.85383
19 O -0.67384 -1.41620 3.00065
20 C 0.34768 -0.95567 3.87043
21 C 0.28862 0.53078 4.22468
22 C 0.44101 1.49411 3.02816
23 C -0.88008 2.03970 2.57800
24 C -1.42393 3.17517 3.17086
25 C -2.66251 3.63346 2.75721
26 C -3.32846 2.94006 1.75700
27 C -2.71739 1.82937 1.20715
28 N -1.52836 1.39283 1.60902
29 H -1.53075 -1.26030 3.41285
30 H 1.27914 -1.18743 3.35007
31 H 0.30693 -1.53432 4.80347
32 H 1.10039 0.70723 4.93112
33 H -0.64765 0.74191 4.74449
34 H 0.91554 0.98042 2.19182
35 H 1.08405 2.32528 3.32050
36 H -0.87859 3.68558 3.94805
37 H -3.09602 4.51729 3.19805
38 H -4.29981 3.24995 1.40977
39 H -3.18530 1.25234 0.42422
40 F -4.11787 -3.19183 -1.65697
41 C -3.82408 -3.25271 -0.35458
42 F -2.57326 -3.73594 -0.28550
43 F -4.61843 -4.16462 0.19651
44 C -3.91661 -1.84931 0.31391
45 O -2.94742 -1.04329 -0.10441
46 C -5.29191 -1.21929 -0.06018
47 F -6.31809 -2.06498 -0.00791
48 F -5.24766 -0.72424 -1.29864
49 F -5.57007 -0.19857 0.75560
50 C -3.92849 -2.08286 1.85525
51 F -3.59070 -0.96550 2.51638
52 F -3.03596 -3.00909 2.22730
53 F -5.10949 -2.46735 2.32728
54 O 1.74493 -0.06788 0.39678
55 S 2.73888 -0.62897 -0.56686
56 C 4.23848 -0.95460 0.49285
57 C 4.70102 0.25747 1.22215
58 C 5.75343 1.02246 0.72663
59 C 6.15278 2.17522 1.37692
60 C 5.50957 2.57387 2.53736
61 C 4.47340 1.80985 3.04863
62 C 4.06782 0.66046 2.39286
63 C 3.33955 0.86945 -1.46505
64 C 2.31804 1.25981 -2.48330
65 C 1.63202 2.46292 -2.38203
66 C 0.72687 2.83821 -3.35771
67 C 0.48578 2.00619 -4.43666
68 C 1.14143 0.78819 -4.52901
69 C 2.05047 0.41626 -3.55622
70 H 4.99597 -1.35022 -0.18084
71 H 3.90439 -1.73772 1.17377
72 H 6.27023 0.71166 -0.17017
73 H 6.97068 2.75884 0.97942
74 H 5.82356 3.47309 3.04221
75 H 3.98643 2.10731 3.96555
76 H 3.26267 0.06717 2.79692
77 H 4.28194 0.59901 -1.93694
78 H 3.49369 1.65237 -0.72527
79 H 1.82275 3.11805 -1.54647
80 H 0.21175 3.78287 -3.27907
81 H -0.20222 2.31329 -5.20969
82 H 0.96005 0.13744 -5.37240
83 H 2.57568 -0.52455 -3.64080

Atoms 1-6, force components in eV/Å:
-0.4890 -0.4878 -0.0443
-0.1424 -0.6603 -0.3272
0.3248 0.3009 0.5261
-0.0735 -0.0355 -0.1667
-0.2117 -0.0249 -0.5704
0.0417 0.1254 0.1725

HOMO   -11.084 eV
HOMO-LUMO gap   8.041 eV
E   -92559.232 eV
Charge   +1
Energy above the lowest of the compared OMol25 structures with the same formula, charge and spin   0.0000 eV
Molecular weight   976.86 g/mol